Entry 1:
A molecular structure, C18H25CsF3O3 at a distorted geometry. Source: the OMol25 dataset; level of theory: wB97M-V/def2-TZVPD.

Geometry as ORCA input:
```
! wB97M-V def2-TZVPD RIJCOSX def2/J DEFGRID3
* xyz 1 1
C 3.611 -2.847 1.583
O 4.180 -3.120 0.326
C 4.715 -1.987 -0.313
C 3.656 -1.113 -0.989
C 4.105 0.338 -1.071
C 4.138 1.079 0.280
C 3.056 2.153 0.379
C 1.680 1.549 0.659
C 0.507 2.319 0.030
C -0.387 1.440 -0.834
C -1.206 0.450 -0.012
C -2.547 1.041 0.497
C -3.746 0.195 0.215
C -4.291 -0.044 -0.987
C -3.785 0.627 -2.257
F -2.629 0.068 -2.670
F -3.555 1.938 -2.025
F -4.670 0.553 -3.263
C -5.425 -0.979 -1.105
O -5.869 -1.389 -2.173
C -6.067 -1.488 0.131
C -5.580 -1.257 1.344
C -4.340 -0.413 1.444
O -3.868 -0.207 2.545
H 3.696 -3.737 2.192
H 2.558 -2.580 1.485
H 4.114 -2.025 2.088
H 5.296 -1.392 0.392
H 5.399 -2.342 -1.075
H 2.732 -1.220 -0.427
H 3.461 -1.491 -1.985
H 5.101 0.336 -1.508
H 3.483 0.899 -1.761
H 5.118 1.501 0.461
H 3.954 0.352 1.069
H 3.038 2.704 -0.557
H 3.296 2.874 1.154
H 1.550 1.459 1.732
H 1.668 0.545 0.246
H -0.074 2.849 0.782
H 0.910 3.086 -0.624
H 0.242 0.926 -1.554
H -1.029 2.096 -1.412
H -0.607 0.202 0.858
H -1.349 -0.483 -0.541
H -2.687 2.029 0.080
H -2.462 1.180 1.562
H -6.974 -2.058 0.014
H -6.080 -1.696 2.277
Cs -6.038 -2.919 3.316
*
```

Calculated values
HOMO-LUMO gap: 6.01 eV

***

Entry 2:
A single C18H25N3O4 molecule. Source: the OMol25 dataset; level of theory: wB97M-V/def2-TZVPD.

Geometry as ORCA input:
```
! wB97M-V def2-TZVPD RIJCOSX def2/J DEFGRID3
* xyz 0 1
C -0.532 -2.105 -0.679
C -1.196 -1.983 0.698
O -2.547 -2.404 0.663
C -3.380 -1.527 0.024
C -4.499 -2.004 -0.638
C -5.334 -1.122 -1.303
C -5.034 0.228 -1.334
C -3.929 0.718 -0.658
C -3.116 -0.153 0.055
N -2.035 0.291 0.837
C -1.964 1.669 1.292
C -1.096 2.489 0.324
O -1.562 3.075 -0.632
N 0.207 2.458 0.634
C 1.225 3.042 -0.213
C 2.545 2.290 -0.086
C 2.413 0.813 -0.465
N 3.636 0.093 -0.156
C 3.418 -1.315 0.123
C 4.737 -1.936 0.584
O 5.741 -1.795 -0.394
C 5.943 -0.435 -0.695
C 4.654 0.228 -1.182
C -1.041 -0.551 1.193
O -0.067 -0.186 1.833
H -1.006 -1.428 -1.388
H 0.523 -1.858 -0.601
H -0.636 -3.124 -1.044
H -0.700 -2.650 1.411
H -4.695 -3.064 -0.622
H -6.206 -1.498 -1.816
H -5.663 0.911 -1.883
H -3.688 1.768 -0.706
H -2.971 2.082 1.334
H -1.518 1.668 2.290
H 0.516 1.870 1.398
H 0.854 3.019 -1.243
H 1.373 4.093 0.066
H 2.900 2.343 0.945
H 3.283 2.780 -0.721
H 1.615 0.370 0.133
H 2.135 0.719 -1.529
H 2.676 -1.407 0.919
H 3.061 -1.858 -0.772
H 4.621 -3.008 0.753
H 5.054 -1.448 1.517
H 6.711 -0.403 -1.470
H 6.301 0.096 0.200
H 4.843 1.286 -1.368
H 4.337 -0.248 -2.128
*
```

Calculated values
SMILES: C[C@@H]1Oc2ccccc2N(CC(=O)NCCCN2CCOCC2)C1=O
HOMO-LUMO gap: 9.31 eV
energy above the lowest of the compared OMol25 structures with the same formula, charge and spin: 1.634 eV

***

Entry 3:
A single C18H25N3O5 molecule. Source: the OMol25 dataset; level of theory: wB97M-V/def2-TZVPD.

Geometry as ORCA input:
```
! wB97M-V def2-TZVPD RIJCOSX def2/J DEFGRID3
* xyz 0 1
C -1.107 5.724 2.458
O 0.244 5.347 2.586
C 0.716 4.352 1.790
C -0.055 3.673 0.850
C 0.534 2.672 0.092
N -0.175 1.948 -0.876
C -1.486 2.018 -1.196
O -2.305 2.767 -0.715
C -1.864 1.025 -2.315
N -1.688 -0.360 -1.937
C -2.796 -1.214 -1.719
O -3.946 -0.889 -1.814
N -2.282 -2.423 -1.415
C -0.838 -2.468 -1.433
C -0.309 -3.399 -2.525
C -0.222 -2.733 -0.045
C -0.172 -4.188 0.435
C -1.558 -4.818 0.558
C 0.532 -4.222 1.792
C -0.514 -1.021 -1.807
O 0.595 -0.548 -1.949
C 1.877 2.339 0.255
C 2.640 3.022 1.193
O 3.959 2.784 1.437
C 4.613 1.794 0.682
C 2.057 4.026 1.957
H -1.327 6.098 1.453
H -1.258 6.523 3.182
H -1.781 4.893 2.688
H -1.094 3.901 0.695
H 0.381 1.246 -1.361
H -1.258 1.237 -3.202
H -2.925 1.155 -2.541
H -2.865 -3.215 -1.214
H 0.773 -3.320 -2.572
H -0.587 -4.430 -2.324
H -0.723 -3.111 -3.489
H -0.778 -2.138 0.684
H 0.799 -2.346 -0.078
H 0.424 -4.777 -0.269
H -2.002 -5.004 -0.417
H -1.485 -5.775 1.071
H -2.221 -4.175 1.133
H -0.039 -3.664 2.531
H 1.525 -3.784 1.723
H 0.635 -5.247 2.141
H 2.295 1.552 -0.353
H 4.601 2.028 -0.387
H 4.169 0.806 0.842
H 5.643 1.785 1.037
H 2.649 4.556 2.684
*
```

Calculated values
SMILES: COc1cc(NC(=O)CN2C(=O)N[C@](C)(CC(C)C)C2=O)cc(OC)c1
HOMO-LUMO gap: 8.56 eV
energy above the lowest of the compared OMol25 structures with the same formula, charge and spin: 0.120 eV

***

Entry 4:
A single C18H25N5O4S molecule. Source: the OMol25 dataset; level of theory: wB97M-V/def2-TZVPD.

Geometry as ORCA input:
```
! wB97M-V def2-TZVPD RIJCOSX def2/J DEFGRID3
* xyz 0 1
C -1.470 -1.268 3.966
C -0.622 -1.309 2.706
O -0.957 -0.190 1.910
C -0.249 0.027 0.756
C 0.747 -0.812 0.286
C 1.447 -0.556 -0.899
N 2.489 -1.367 -1.336
C 2.514 -1.799 -2.725
C 1.763 -3.126 -2.878
O 2.313 -4.130 -2.050
C 2.277 -3.741 -0.695
C 3.024 -2.415 -0.492
C 1.108 0.613 -1.604
O 1.754 0.981 -2.773
C 3.029 1.572 -2.559
C 3.648 1.868 -3.914
C 0.099 1.443 -1.147
C -0.595 1.174 0.022
N -1.624 1.988 0.514
C -2.125 3.108 -0.051
O -1.727 3.641 -1.064
C -3.309 3.688 0.719
S -4.773 2.601 0.606
C -4.609 1.764 2.111
N -3.618 1.882 2.975
C -3.992 1.076 3.991
N -5.134 0.467 3.803
N -5.533 0.906 2.596
H -1.261 -0.358 4.521
H -2.526 -1.287 3.711
H -1.240 -2.127 4.590
H 0.443 -1.275 2.973
H -0.817 -2.237 2.150
H 0.981 -1.701 0.845
H 2.062 -1.040 -3.360
H 3.561 -1.942 -3.015
H 1.842 -3.501 -3.900
H 0.701 -2.973 -2.627
H 2.754 -4.548 -0.134
H 1.230 -3.641 -0.369
H 3.009 -2.108 0.553
H 4.068 -2.563 -0.792
H 3.667 0.888 -1.983
H 2.907 2.499 -1.982
H 4.611 2.353 -3.783
H 3.785 0.946 -4.473
H 2.992 2.523 -4.482
H -0.139 2.324 -1.719
H -2.013 1.676 1.399
H -3.091 3.810 1.778
H -3.597 4.635 0.264
H -3.407 0.957 4.877
H -6.401 0.605 2.185
*
```

Calculated values
SMILES: CCOc1cc(N2CCOCC2)c(OCC)cc1NC(=O)CSc1ncn[nH]1
HOMO-LUMO gap: 7.70 eV
energy above the lowest of the compared OMol25 structures with the same formula, charge and spin: 3.360 eV

***

Entry 5:
A single C18H25NO7 molecule at a distorted geometry. Source: the OMol25 dataset; level of theory: wB97M-V/def2-TZVPD.

Geometry as ORCA input:
```
! wB97M-V def2-TZVPD RIJCOSX def2/J DEFGRID3
* xyz 0 1
C 2.358 1.754 3.543
C 2.999 1.319 2.097
O 1.813 0.750 1.072
C 1.113 1.792 0.579
O 1.325 2.924 0.758
C 0.082 1.264 -0.478
C -0.537 2.404 -1.247
C -1.715 1.757 -2.020
C -2.659 0.656 -1.608
C -3.540 1.242 -0.198
C -4.112 0.246 0.227
O -3.168 -0.235 1.425
C -2.307 -1.314 1.256
C -2.287 -2.312 0.238
C -1.226 -2.966 -0.155
C -0.076 -2.912 0.458
N 1.146 -3.608 0.020
O 2.194 -3.195 0.863
O 0.961 -4.533 -0.517
C 0.073 -1.908 1.628
C -1.072 -1.294 1.876
C 0.728 0.214 -1.318
O 0.365 -0.953 -1.437
O 1.867 0.839 -1.695
C 2.633 -0.180 -2.561
C 3.768 -1.143 -1.662
H 1.699 2.722 3.245
H 1.598 1.015 3.954
H 3.162 2.050 4.068
H 3.647 0.540 2.159
H 3.451 2.119 1.608
H -0.458 0.565 0.340
H 0.247 2.801 -1.772
H -1.028 2.886 -0.445
H -2.329 2.392 -2.513
H -1.274 1.296 -3.047
H -3.387 0.373 -2.147
H -2.007 -0.060 -1.121
H -4.411 1.892 -0.538
H -2.978 1.764 0.332
H -4.397 -0.709 -0.178
H -4.937 0.290 1.046
H -3.149 -2.482 -0.239
H -1.397 -3.700 -0.782
H 1.015 -1.623 2.175
H -1.046 -0.491 2.684
H 3.274 0.170 -3.163
H 2.051 -1.067 -2.860
H 3.261 -1.474 -0.759
H 4.374 -1.627 -2.269
H 4.291 -0.251 -0.922
*
```

Calculated values
SMILES: CCOC(=O)C(CCCCCOc1ccc([N+](=O)[O-])cc1)C(=O)OCC
HOMO-LUMO gap: 8.19 eV
energy above the lowest of the compared OMol25 structures with the same formula, charge and spin: 16.084 eV

***

LUMO level for the records above, in order: -0.187 0.028 0.018 0.018 -0.007 Ha
Highest occupied orbital energy for the records above, in order: -0.407 -0.314 -0.297 -0.265 -0.308 hartree